# 1
11
Properties=species:S:1:pos:R:3:forces:R:3 method="wB97M-V/def2-TZVPD" spin_multiplicity=1 e_lumo_ev="-1.0 / -1.0" total_energy_ev=-20269.07511 homo_lumo_gap_ev="6.26 / 6.26"
C 1.012 -0.184 0.888 0.0 -0.1 -3.2
C 1.112 0.451 -1.264 -4.8 -1.2 0.2
C -0.549 -0.194 0.827 1.6 2.1 2.8
C -1.093 -0.114 -0.500 2.9 -0.7 -0.7
N 1.709 0.122 -0.191 1.2 -0.7 3.9
O 1.091 0.902 -2.310 1.0 1.2 -2.2
Cl -1.835 -1.460 -1.210 -0.6 -1.6 -0.5
H 1.660 -0.400 1.708 -0.2 -0.1 1.0
H -0.914 -0.752 1.731 -0.1 -0.1 -1.2
H -0.643 0.893 1.173 -0.1 -0.9 0.1
H -1.550 0.736 -0.851 -1.0 2.0 -0.2

***

# 2
15
Properties=species:S:1:pos:R:3:forces:R:3 method="wB97M-V/def2-TZVPD" spin_multiplicity=2 charge=+1 e_lumo_ev="-4.4 / -7.4" total_energy_ev=-59285.47763 homo_lumo_gap_ev="8.92 / 5.97" s_squared=0.754
O -2.896 -0.942 -0.104 1.2 -0.8 -0.2
C -2.904 0.247 0.500 -4.0 1.9 -2.1
C -1.547 -1.159 -0.622 -0.4 -0.6 -0.6
O -3.888 0.949 0.576 1.9 -1.4 0.8
O -1.675 0.669 0.748 4.2 -0.4 0.3
C -0.680 -0.349 0.304 -4.7 0.3 1.7
Li 0.995 0.882 -0.320 0.8 0.1 -0.1
H -1.571 -0.829 -1.672 0.2 0.0 0.2
H -1.313 -2.229 -0.601 -0.1 0.3 0.1
H -0.484 -0.907 1.237 1.4 0.4 -0.2
C 3.004 -1.209 0.102 -0.4 -1.2 3.1
O 2.721 0.007 -0.215 -3.8 0.0 -1.4
O 4.166 -1.442 0.514 -2.1 -1.4 -1.1
Cu 4.421 0.514 0.124 3.6 2.3 0.4
H 2.048 -1.876 0.333 2.3 0.6 -1.0

***

# 3
10
Properties=species:S:1:pos:R:3:forces:R:3 method="wB97M-V/def2-TZVPD" spin_multiplicity=1 e_lumo_ev=0.7 total_energy_ev=-9642.49012 homo_lumo_gap_ev=9.57
C 0.971 0.227 2.152 -0.8 -3.1 1.6
C 0.101 -0.772 2.400 2.2 3.5 -1.0
C -0.054 0.032 1.148 -3.2 2.3 -0.9
C 0.027 -0.398 -0.296 2.1 0.0 1.0
F 2.096 0.828 2.507 -0.7 0.1 -0.4
F -0.425 -1.655 3.186 -0.2 -0.4 0.1
H -1.168 1.121 1.020 2.7 -2.6 0.7
H -0.929 -0.597 -0.595 -2.5 -0.7 -0.9
H 0.677 -1.246 -0.576 0.0 0.3 0.5
H 0.322 0.481 -0.821 0.4 0.6 -0.7

***

# 4
10
Properties=species:S:1:pos:R:3:forces:R:3 method="wB97M-V/def2-TZVPD" spin_multiplicity=1 e_lumo_ev=0.8 total_energy_ev=-9644.60962 smiles=C#CC(C)(F)F homo_lumo_gap_ev=11.98
C 1.765 0.329 -1.651 -2.5 -0.9 2.0
C 0.852 0.008 -0.943 -0.7 0.1 0.2
C -0.335 -0.359 -0.161 0.6 -4.0 0.7
C -0.767 0.330 1.149 2.2 -0.4 0.2
F -1.388 -0.626 -0.966 0.3 0.8 0.2
F -0.009 -1.926 0.260 -0.4 3.4 -0.5
H 2.615 0.752 -1.974 2.5 1.0 -1.5
H -1.791 0.458 1.020 -2.1 -0.4 0.2
H -0.449 1.406 1.233 0.5 -1.3 0.0
H -0.492 -0.373 2.033 -0.5 1.6 -1.6

***

# 5
12
Properties=species:S:1:pos:R:3:forces:R:3 method="wB97M-V/def2-TZVPD" spin_multiplicity=1 e_lumo_ev=0.8 total_energy_ev=-15081.62150 smiles="C/C(=C/F)C(F)(F)F" homo_lumo_gap_ev=11.24
C -0.156 -0.344 0.272 -1.8 -2.5 -2.4
C 1.058 -0.152 -0.602 -0.8 -2.7 -0.9
C 0.994 0.815 -1.504 4.0 -2.3 -0.1
F 1.923 1.091 -2.445 -0.5 -0.4 0.5
C 1.959 -1.422 -0.793 1.2 0.6 -0.8
F 3.253 -1.028 -0.974 -0.5 -0.1 0.4
F 1.957 -2.394 0.137 -0.3 1.2 0.7
F 1.650 -2.114 -1.907 -0.6 0.6 -0.4
H -1.019 0.292 0.065 0.3 0.1 -0.5
H 0.103 -0.110 1.209 0.9 0.5 3.9
H -0.596 -1.436 0.289 1.2 2.0 -0.2
H 0.257 1.474 -1.458 -3.1 3.0 -0.1

***

# 6
14
Properties=species:S:1:pos:R:3:forces:R:3 method="wB97M-V/def2-TZVPD" spin_multiplicity=1 e_lumo_ev=-0.1 total_energy_ev=-31281.69890 homo_lumo_gap_ev=9.17
C -1.362 -1.084 -0.010 3.2 0.2 -1.4
C -1.033 0.030 0.901 3.6 1.7 -2.8
C 1.028 0.478 0.443 -3.4 -1.6 2.3
C 1.173 0.633 -1.007 0.6 -0.4 -2.7
F 1.420 1.603 1.036 0.0 0.3 0.3
F 0.563 1.698 -1.564 -0.7 -0.7 0.6
F 0.797 -0.515 -1.670 0.2 1.3 0.4
F 2.453 0.837 -1.308 0.9 -0.1 -0.2
I -2.002 1.875 0.727 -0.1 -0.2 0.1
I 2.175 -1.234 1.114 -0.3 0.5 0.0
H -2.331 -1.335 0.213 -2.5 -1.0 0.3
H -0.644 -1.954 0.378 -1.5 1.6 -1.6
H -1.276 -0.719 -1.119 -0.2 -1.4 2.1
H -0.961 -0.313 1.866 0.3 -0.2 2.5

***

# 7
15
Properties=species:S:1:pos:R:3:forces:R:3 method="wB97M-V/def2-TZVPD" spin_multiplicity=1 e_lumo_ev="-0.2 / -0.2" total_energy_ev=-31349.77273 homo_lumo_gap_ev="9.21 / 7.97"
C 0.219 0.059 0.416 -2.1 1.5 0.5
C -0.889 0.705 -0.394 -1.0 -0.7 0.4
C -1.797 1.719 0.302 2.3 -3.5 -1.4
C -3.063 -1.001 0.010 1.3 0.6 -0.9
F -1.273 2.882 0.274 1.3 3.9 -0.4
F -1.921 1.401 1.549 -0.7 -0.8 2.9
F -2.952 1.735 -0.260 -2.6 0.8 -1.1
F -4.270 -0.424 0.169 1.1 -1.5 0.2
F -3.017 -1.926 -0.951 -0.8 0.6 0.1
F -2.504 -1.549 1.078 -1.0 0.3 0.6
S -0.699 0.964 -2.094 -0.1 -0.2 0.0
H -0.198 -0.422 1.321 0.5 0.4 -0.4
H 0.806 -0.594 -0.152 0.7 -1.1 -0.8
H 0.796 0.956 0.614 0.7 -0.1 0.8
H -0.443 -0.336 -2.250 0.2 -0.1 -0.5

***

# 8
16
Properties=species:S:1:pos:R:3:forces:R:3 method="wB97M-V/def2-TZVPD" spin_multiplicity=3 e_lumo_ev="-0.4 / -3.3" total_energy_ev=-19579.74021 homo_lumo_gap_ev="7.74 / 8.56" s_squared=2.036
C 1.155 0.339 0.136 3.5 2.6 0.7
C -1.973 0.558 0.477 -1.1 -1.7 -3.6
C -1.149 -0.147 -0.635 -0.1 1.1 -1.2
C 0.246 -0.565 -0.242 -2.8 -0.4 -0.6
N 1.035 1.677 0.093 -2.4 -1.8 -0.6
N 0.535 -1.976 -0.164 0.8 1.4 0.8
N 3.056 1.223 0.628 7.4 -4.0 2.4
O 1.646 -2.224 0.221 1.0 -1.0 0.1
O -0.336 -2.755 -0.379 -1.5 -1.2 -0.6
O 2.473 0.046 0.498 -2.3 -1.2 -0.7
O 2.273 2.132 0.364 -4.0 6.1 -1.4
F -1.079 0.666 -1.800 0.5 0.6 0.6
H -1.387 1.404 0.592 0.4 2.1 0.9
H -3.057 0.737 0.061 2.2 -0.4 1.3
H -1.832 -0.148 1.249 -0.7 -0.3 1.5
H -1.605 -0.964 -1.100 -0.9 -1.8 0.3

***

# 9
17
Properties=species:S:1:pos:R:3:forces:R:3 method="wB97M-V/def2-TZVPD" spin_multiplicity=1 e_lumo_ev="-0.7 / -0.7" total_energy_ev=-21633.33693 homo_lumo_gap_ev="9.08 / 9.08"
O 2.541 1.702 -1.164 -1.0 -0.9 -0.2
C 1.584 0.983 -0.908 1.1 0.9 1.7
N 1.691 -0.344 -0.568 0.1 -0.7 -1.5
C 2.318 -1.039 0.267 -1.1 -0.7 -0.9
O 2.646 -0.542 1.451 0.2 0.4 -0.1
N 0.303 1.542 -0.816 -1.4 1.4 1.0
C -0.872 1.027 -0.088 1.2 1.1 -1.2
O -1.406 1.743 0.711 0.0 0.0 0.2
C -1.479 -0.227 -0.608 -0.2 -0.8 -1.3
F -1.117 -0.600 -1.871 -0.7 0.1 1.8
N -2.510 -0.847 -0.042 -0.4 -1.4 -1.1
O -3.269 -1.782 -0.394 1.3 1.1 -1.2
O -2.676 -0.518 1.232 1.1 1.1 2.4
H 2.503 -2.165 0.059 -0.2 1.9 0.5
H 2.972 -1.244 1.992 0.6 -0.7 0.9
H 0.365 2.618 -0.672 -0.1 -2.7 -0.4
H -3.597 -0.307 1.418 -0.4 -0.2 -0.5

***

# 10
11
Properties=species:S:1:pos:R:3:forces:R:3 method="wB97M-V/def2-TZVPD" spin_multiplicity=1 e_lumo_ev=0.6 total_energy_ev=-10467.07963 smiles="O=C1NC=C[C@H]1F" homo_lumo_gap_ev=9.74
O -2.129 -1.086 -0.011 1.3 0.6 -0.2
C -1.014 -0.591 -0.030 -1.2 -0.8 1.0
N 0.171 -1.213 -0.264 -0.1 -3.9 0.0
C 1.236 -0.339 -0.145 1.0 0.5 -0.6
C 0.819 0.913 0.086 1.1 -1.1 -0.3
C -0.620 0.842 0.320 -1.5 0.0 0.7
F -1.364 1.613 -0.499 -0.7 1.6 -1.1
H 0.213 -2.285 -0.312 0.1 2.5 0.0
H 2.248 -0.699 -0.378 -0.6 0.3 0.2
H 1.414 1.771 -0.109 0.2 0.6 0.5
H -0.974 1.073 1.342 0.4 -0.2 -0.1

***

# 11
13
Properties=species:S:1:pos:R:3:forces:R:3 method="wB97M-V/def2-TZVPD" spin_multiplicity=1 e_lumo_ev=-1.0 total_energy_ev=-14557.21585 smiles="O=C1CCON(F)C1=O" homo_lumo_gap_ev=8.48
O 0.714 2.512 -0.060 -0.8 0.1 -0.2
C 0.375 1.375 0.090 1.9 -0.4 0.8
C -0.948 0.751 0.029 -2.4 -1.2 1.1
C -1.067 -0.751 -0.232 0.5 -0.3 -2.8
O 0.110 -1.174 -1.076 -1.2 0.1 0.5
N 1.360 -1.036 -0.565 0.2 1.4 1.1
F 1.690 -2.288 0.138 -0.6 1.5 0.1
C 1.524 0.387 0.431 -0.4 -3.1 -1.3
O 2.467 0.495 1.107 -0.1 0.2 0.1
H -1.541 0.719 0.983 0.9 1.3 -0.3
H -1.566 1.268 -0.652 -0.5 0.9 -0.9
H -1.080 -1.271 0.701 0.1 -0.8 0.3
H -2.038 -0.987 -0.895 2.4 0.4 1.6

***

# 12
11
Properties=species:S:1:pos:R:3:forces:R:3 method="wB97M-V/def2-TZVPD" spin_multiplicity=1 e_lumo_ev=-0.2 total_energy_ev=-19252.98337 homo_lumo_gap_ev=8.18
C 0.946 -1.428 -0.954 1.2 3.1 -0.4
C 0.361 -0.412 -0.196 1.5 -4.1 -5.4
C -0.732 0.482 -0.701 0.6 2.0 -0.7
C 0.796 -0.182 1.113 4.0 -2.3 0.1
H 1.856 -2.035 -0.639 -1.6 0.7 -0.5
H -0.358 1.428 -1.305 -0.4 -2.1 0.8
H -1.628 0.078 -1.239 1.1 -0.1 0.6
H 1.802 -0.427 1.503 -0.6 -0.6 -0.4
N 0.098 0.508 1.831 -2.8 3.2 2.1
F 0.901 -1.264 -2.363 -0.5 -1.0 2.2
S -1.168 1.126 0.910 -2.4 1.4 1.5

***

# 13
12
Properties=species:S:1:pos:R:3:forces:R:3 method="wB97M-V/def2-TZVPD" spin_multiplicity=1 e_lumo_ev=0.2 total_energy_ev=-30089.43799 smiles="F[C@@]12C[C@@H]1SNC2=S" homo_lumo_gap_ev=8.63
F -2.114 -0.129 0.201 0.2 0.0 0.0
C -0.758 -0.118 0.131 -0.2 0.4 0.2
C -0.026 -1.412 0.130 -1.0 -0.3 -0.4
C -0.050 -0.562 -1.114 -0.1 0.0 -0.6
S 1.335 0.520 -1.428 -0.2 0.0 0.2
N 1.031 1.340 0.070 0.7 0.4 -0.2
C -0.086 1.074 0.762 -0.1 -0.2 -0.1
S -0.610 1.880 2.084 0.0 0.0 0.0
H -0.660 -2.303 0.092 0.3 0.4 0.1
H 0.863 -1.472 0.703 0.7 -0.1 0.4
H -0.622 -0.879 -1.998 0.3 0.2 0.6
H 1.697 2.061 0.368 -0.6 -0.5 -0.1

***

# 14
14
Properties=species:S:1:pos:R:3:forces:R:3 method="wB97M-V/def2-TZVPD" spin_multiplicity=5 e_lumo_ev="-0.4 / -1.4" total_energy_ev=-48832.49881 homo_lumo_gap_ev="9.20 / 8.48" s_squared=6.012
O -2.717 -0.523 -0.012 0.3 -0.9 -0.2
C -2.701 0.801 0.148 -1.6 0.9 0.6
C -1.348 -0.998 -0.041 -0.3 -0.2 0.1
O -3.682 1.461 0.389 0.9 -0.6 -0.3
O -1.470 1.285 0.049 1.2 0.2 -0.1
C -0.571 0.234 -0.464 -0.3 0.2 -0.2
H -1.273 -1.827 -0.752 0.0 0.2 0.2
H -1.115 -1.359 0.972 0.0 0.1 -0.2
H -0.652 0.317 -1.563 0.0 0.0 0.2
O 3.021 -0.647 0.668 0.8 -2.3 0.6
C 3.775 0.458 0.495 1.1 0.9 -1.9
O 3.170 1.292 -0.220 0.4 0.8 0.9
H 4.168 -0.900 0.236 -1.5 0.6 1.0
Fe 1.395 0.407 0.096 -1.0 0.0 -0.6

***

# 15
14
Properties=species:S:1:pos:R:3:forces:R:3 method="wB97M-V/def2-TZVPD" spin_multiplicity=6 charge=+1 e_lumo_ev="-6.5 / -9.0" total_energy_ev=-48826.59451 homo_lumo_gap_ev="8.17 / 5.33" s_squared=8.762
O -2.796 -2.096 0.515 2.8 1.1 -0.2
C -1.626 -1.740 0.385 -4.9 -2.1 0.0
O -0.634 -2.206 1.055 3.3 0.5 0.1
O -1.367 -0.836 -0.586 2.6 1.2 -0.2
C -0.004 -0.546 -1.057 -3.6 1.6 -1.6
H 0.056 -1.040 -2.041 0.8 -0.8 0.4
C 0.081 0.954 -1.288 0.9 0.0 -0.1
H -0.895 1.400 -1.552 0.2 -0.5 0.3
H 0.467 1.494 -0.409 -0.2 0.0 -0.1
H 0.766 1.154 -2.126 -0.1 -0.1 0.4
C 1.623 1.651 2.222 -1.2 1.5 1.2
O 2.422 0.911 1.821 0.3 -1.1 -0.8
O 0.830 2.379 2.650 0.7 -0.7 -0.6
Fe 1.078 -1.480 0.411 -1.5 -0.7 1.2

***

# 16
10
Properties=species:S:1:pos:R:3:forces:R:3 method="wB97M-V/def2-TZVPD" spin_multiplicity=1 e_lumo_ev=-1.0 total_energy_ev=-13797.83396 homo_lumo_gap_ev=8.25
C 0.016 -0.539 -1.808 -2.4 2.1 4.2
C 0.827 -0.565 -0.525 -3.6 -0.1 -0.2
C -1.248 0.644 0.125 5.3 -3.3 -3.1
C -0.014 -0.108 0.718 0.6 1.9 -1.5
N -1.210 0.383 -1.148 -1.3 0.7 -1.1
I 1.278 1.063 2.011 -0.5 -0.3 0.0
H 1.261 -1.515 -0.394 1.7 -0.6 0.1
H 1.329 0.305 -0.898 1.7 0.7 -0.1
H -1.837 1.276 0.729 -1.2 0.6 0.1
H -0.402 -0.945 1.190 -0.3 -1.6 1.5

***

# 17
10
Properties=species:S:1:pos:R:3:forces:R:3 method="wB97M-V/def2-TZVPD" spin_multiplicity=1 e_lumo_ev=0.4 total_energy_ev=-13800.65594 smiles="C=C=N/C=C/I" homo_lumo_gap_ev=9.28
C -1.829 0.970 0.105 1.1 0.4 -1.4
C -1.314 -0.250 0.012 0.9 0.6 0.6
N -0.633 -1.267 -0.072 -1.3 -0.2 0.0
C 0.784 -1.262 0.098 0.4 -1.0 -0.3
C 1.381 -0.134 -0.250 -0.1 0.3 0.7
I 3.332 0.417 -0.053 0.6 -0.2 -0.1
H -1.610 1.636 -0.822 -0.8 -1.2 1.7
H -2.110 1.440 1.057 -0.1 -0.5 -0.6
H 1.281 -2.250 0.354 -0.8 1.5 -0.3
H 0.718 0.701 -0.429 0.3 0.1 -0.4

***

# 18
11
Properties=species:S:1:pos:R:3:forces:R:3 method="wB97M-V/def2-TZVPD" spin_multiplicity=1 charge=+1 e_lumo_ev="-5.7 / -6.1" total_energy_ev=-15279.58695 homo_lumo_gap_ev="7.95 / 6.68"
C 3.719 0.994 0.634 0.1 -1.9 -0.2
C 1.661 -0.432 0.407 0.7 0.1 0.1
C -0.016 0.755 -0.440 0.8 -1.4 0.1
C 0.518 -1.255 0.455 3.1 4.4 -0.9
N -0.453 -0.459 -0.070 -2.5 0.4 0.2
N 1.328 0.756 -0.206 -3.9 -3.0 0.3
I 5.244 -0.057 -0.084 -0.4 0.5 0.4
H -0.641 1.423 -0.983 -0.1 0.7 0.0
H 0.358 -2.148 0.904 -0.5 -2.5 1.0
H -1.476 -0.682 0.062 1.6 0.4 -0.7
H 1.908 1.502 -0.018 1.1 2.4 -0.3

***

# 19
16
Properties=species:S:1:pos:R:3:forces:R:3 method="wB97M-V/def2-TZVPD" spin_multiplicity=2 charge=-2 e_lumo_ev="4.6 / 4.6" total_energy_ev=-65170.97131 homo_lumo_gap_ev="4.95 / 5.92" s_squared=0.760
K 0.196 0.040 -0.646 -0.3 0.0 0.0
S -5.452 0.169 -0.438 0.0 0.0 0.0
Sb -3.499 -0.022 -1.669 0.0 0.0 0.0
S -2.182 -1.885 -1.139 -0.1 0.0 0.0
S -2.126 1.884 -1.633 0.0 0.0 0.0
O 3.030 -2.322 -1.173 0.0 0.0 0.0
C 3.426 -1.168 -1.087 -0.1 0.0 0.1
C 4.699 -0.693 -1.803 0.1 0.0 0.0
C 4.777 0.778 -1.442 0.1 0.0 0.0
C 3.566 0.978 -0.519 -0.1 0.0 0.1
O 3.324 2.062 0.000 0.0 0.0 0.0
N 2.839 -0.163 -0.376 0.4 0.0 -0.2
H 4.594 -0.894 -2.870 0.0 0.0 0.0
H 5.541 -1.287 -1.442 0.0 0.0 0.0
H 4.674 1.452 -2.294 0.0 0.0 0.0
H 5.682 1.068 -0.907 0.0 0.0 0.0